(1)
{
  "formula": "C36H73F3O20",
  "method": "ωB97M-V/def2-TZVPD",
  "species": ["C", "O", "C", "C", "O", "C", "C", "O", "C", "H", "H", "H", "H", "H", "H", "H", "H", "H", "H", "H", "H", "H", "H", "C", "O", "C", "C", "O", "C", "C", "O", "C", "H", "H", "H", "H", "H", "H", "H", "H", "H", "H", "H", "H", "H", "H", "C", "O", "C", "C", "O", "C", "C", "O", "C", "H", "H", "H", "H", "H", "H", "H", "H", "H", "H", "H", "H", "H", "H", "C", "O", "C", "C", "O", "C", "C", "O", "C", "H", "H", "H", "H", "H", "H", "H", "H", "H", "H", "H", "H", "H", "H", "C", "C", "O", "C", "O", "C", "F", "F", "F", "H", "H", "H", "H", "H", "C", "C", "C", "O", "C", "O", "O", "H", "H", "H", "H", "H", "H", "C", "C", "C", "O", "C", "O", "O", "H", "H", "H", "H", "H", "H"],
  "xyz": [[-2.708, -2.734, 9.563], [-2.325, -3.361, 8.334], [-3.071, -2.887, 7.203], [-2.548, -3.517, 5.935], [-1.529, -2.692, 5.310], [-1.369, -2.902, 3.934], [-0.940, -4.359, 3.501], [-0.656, -4.255, 2.094], [-0.015, -5.320, 1.429], [-2.189, -3.354, 10.293], [-3.786, -2.686, 9.719], [-2.251, -1.745, 9.537], [-2.934, -1.809, 7.119], [-4.129, -3.146, 7.248], [-3.398, -3.783, 5.307], [-2.061, -4.470, 6.143], [-0.569, -2.237, 3.610], [-2.321, -2.715, 3.436], [-1.675, -5.110, 3.791], [-0.071, -4.715, 4.055], [0.231, -5.013, 0.413], [-0.650, -6.206, 1.406], [0.919, -5.661, 1.876], [4.558, 0.672, 1.418], [3.864, 1.781, 0.887], [4.799, 2.787, 0.322], [4.028, 4.137, -0.102], [4.970, 5.156, -0.599], [5.375, 4.831, -1.950], [6.344, 5.930, -2.478], [5.967, 7.310, -2.321], [6.943, 8.220, -2.740], [3.906, -0.087, 1.849], [5.234, 0.991, 2.211], [5.191, 0.192, 0.671], [5.400, 2.385, -0.494], [5.539, 3.066, 1.072], [3.673, 4.647, 0.793], [3.222, 4.009, -0.826], [4.411, 4.932, -2.449], [5.844, 3.848, -1.992], [6.435, 5.744, -3.548], [7.326, 5.707, -2.060], [7.896, 8.107, -2.224], [6.457, 9.194, -2.787], [7.222, 8.027, -3.776], [-4.504, 4.951, -4.450], [-5.647, 4.706, -3.685], [-6.045, 3.304, -3.560], [-4.984, 2.314, -2.872], [-4.697, 2.754, -1.574], [-4.069, 1.774, -0.721], [-4.164, 2.441, 0.686], [-5.368, 2.070, 1.330], [-6.646, 2.462, 0.665], [-4.603, 4.497, -5.436], [-3.617, 4.659, -3.889], [-4.385, 6.013, -4.662], [-6.275, 2.876, -4.536], [-6.940, 3.299, -2.938], [-4.070, 2.298, -3.465], [-5.279, 1.265, -2.915], [-3.031, 1.891, -1.034], [-4.527, 0.785, -0.758], [-4.031, 3.523, 0.698], [-3.260, 2.194, 1.244], [-6.588, 3.489, 0.303], [-7.545, 2.430, 1.279], [-6.787, 1.810, -0.197], [-3.199, -0.691, -3.230], [-1.967, -0.041, -2.861], [-1.334, 0.401, -4.037], [0.215, 0.515, -3.843], [0.390, 1.456, -2.882], [1.710, 1.396, -2.189], [2.946, 1.240, -3.129], [3.153, 2.475, -3.740], [4.345, 2.598, -4.505], [-3.925, -0.767, -2.422], [-3.076, -1.639, -3.754], [-3.683, -0.023, -3.943], [-1.826, 1.305, -4.395], [-1.424, -0.333, -4.838], [0.682, 0.794, -4.787], [0.563, -0.478, -3.557], [1.785, 0.576, -1.475], [1.859, 2.275, -1.562], [2.889, 0.412, -3.836], [3.861, 1.091, -2.556], [5.222, 2.131, -4.058], [4.506, 3.674, -4.562], [4.235, 2.174, -5.504], [-0.023, -3.837, -3.911], [-0.608, -4.716, -2.870], [-1.960, -4.210, -2.804], [-2.757, -4.735, -1.807], [-2.341, -5.482, -0.892], [-4.236, -4.312, -1.843], [-4.964, -5.389, -2.070], [-4.640, -3.741, -0.679], [-4.436, -3.471, -2.924], [1.014, -4.154, -4.023], [0.041, -2.792, -3.608], [-0.492, -3.843, -4.895], [-0.138, -4.631, -1.890], [-0.568, -5.759, -3.186], [4.375, -1.699, 5.569], [3.841, -2.726, 4.596], [2.451, -2.542, 4.013], [2.526, -2.919, 2.664], [3.840, -2.963, 2.295], [4.138, -3.170, 1.090], [4.661, -2.698, 3.371], [5.258, -2.070, 6.091], [3.645, -1.417, 6.328], [4.508, -0.691, 5.176], [3.749, -3.629, 5.200], [2.090, -1.514, 3.978], [1.721, -3.141, 4.558], [0.854, -0.278, 1.141], [-0.323, -0.499, 0.185], [-0.440, -1.901, -0.431], [-1.812, -2.211, -0.396], [-2.402, -1.367, 0.404], [-3.610, -1.401, 0.681], [-1.550, -0.479, 0.824], [0.792, -0.820, 2.086], [0.873, 0.794, 1.335], [1.765, -0.594, 0.632], [-0.316, 0.201, -0.651], [0.100, -2.675, 0.115], [-0.045, -1.779, -1.440]],
  "homo_energy_ev": -8.85,
  "largest_force_ev_per_a": 5.113,
  "smiles": "CCOC(=O)C(F)(F)F.C[C@H]1COC(=O)O1.C[C@H]1COC(=O)O1.COCCOCCOC.COCCOCCOC.COCCOCCOC.COCCOCCOC",
  "energy_ev": -87608.6453,
  "homo_lumo_gap_ev": 9.3
}

***

(2)
{
  "formula": "C36H74NO10PS2",
  "method": "ωB97M-V/def2-TZVPD",
  "species": ["C", "C", "C", "C", "N", "C", "C", "C", "C", "O", "P", "O", "O", "O", "C", "S", "S", "C", "C", "C", "H", "H", "H", "H", "H", "H", "H", "H", "H", "H", "H", "H", "H", "H", "H", "H", "H", "H", "H", "H", "H", "H", "H", "H", "H", "H", "C", "C", "C", "O", "C", "H", "H", "H", "H", "H", "H", "H", "H", "C", "C", "C", "O", "C", "H", "H", "H", "H", "H", "H", "H", "H", "C", "C", "C", "O", "C", "H", "H", "H", "H", "H", "H", "H", "H", "C", "C", "C", "O", "C", "H", "H", "H", "H", "H", "H", "H", "H", "C", "C", "C", "O", "C", "H", "H", "H", "H", "H", "H", "H", "H", "C", "C", "C", "O", "C", "H", "H", "H", "H", "H", "H", "H", "H"],
  "xyz": [[6.213, 1.191, 1.286], [4.637, 1.069, 1.171], [4.208, 1.373, -0.326], [3.576, 0.139, -1.061], [2.203, 0.366, -1.559], [2.099, 1.511, -2.481], [1.090, 2.633, -2.014], [0.947, 2.791, -0.457], [-0.536, 3.260, -0.161], [-0.552, 4.688, -0.442], [-2.108, 5.265, -0.562], [-3.119, 4.320, 0.031], [-2.093, 6.756, 0.182], [-2.375, 5.586, -2.173], [1.664, -0.851, -2.112], [2.169, -1.616, -3.493], [0.316, -1.668, -1.178], [-0.819, -0.371, -0.526], [-2.311, -0.867, -0.708], [-2.997, -1.225, 0.666], [6.513, 2.251, 1.467], [6.534, 0.616, 2.192], [6.733, 0.762, 0.401], [4.322, 0.064, 1.521], [4.212, 1.838, 1.863], [3.584, 2.292, -0.347], [5.156, 1.628, -0.866], [3.499, -0.679, -0.296], [4.225, -0.274, -1.874], [3.082, 1.996, -2.701], [1.735, 1.156, -3.478], [0.100, 2.392, -2.471], [1.442, 3.604, -2.433], [1.640, 3.574, -0.079], [1.093, 1.852, 0.118], [-1.280, 2.707, -0.780], [-0.741, 3.025, 0.907], [-1.569, 6.649, 0.989], [-2.627, 4.772, -2.629], [-0.669, 0.623, -0.998], [-0.600, -0.235, 0.563], [-2.356, -1.792, -1.333], [-2.921, -0.082, -1.222], [-3.947, -1.785, 0.504], [-2.294, -1.805, 1.308], [-3.287, -0.251, 1.133], [-4.271, -3.344, 5.400], [-3.937, -4.764, 4.986], [-4.082, -4.692, 3.476], [-3.739, -3.354, 3.092], [-3.666, -2.536, 4.267], [-3.876, -3.068, 6.377], [-5.356, -3.208, 5.419], [-2.902, -4.995, 5.253], [-4.581, -5.517, 5.440], [-5.116, -4.878, 3.166], [-3.431, -5.399, 2.958], [-2.609, -2.314, 4.457], [-4.192, -1.596, 4.092], [5.906, 2.026, -5.930], [5.049, 1.237, -6.903], [3.771, 1.040, -6.107], [3.645, 2.179, -5.244], [4.875, 2.911, -5.252], [6.705, 2.593, -6.407], [6.357, 1.348, -5.198], [4.847, 1.841, -7.793], [5.498, 0.297, -7.224], [3.827, 0.145, -5.479], [2.887, 0.963, -6.743], [4.714, 3.836, -5.817], [5.152, 3.173, -4.228], [-5.759, 7.372, -2.010], [-5.756, 5.900, -1.643], [-7.041, 5.413, -2.288], [-7.256, 6.229, -3.447], [-6.358, 7.346, -3.405], [-4.773, 7.835, -1.980], [-6.417, 7.923, -1.331], [-4.898, 5.407, -2.101], [-5.722, 5.715, -0.570], [-7.898, 5.546, -1.618], [-6.992, 4.364, -2.584], [-5.585, 7.186, -4.166], [-6.901, 8.261, -3.649], [-1.499, -2.772, 10.086], [-1.552, -4.224, 10.523], [-2.849, -4.695, 9.890], [-3.025, -3.929, 8.691], [-2.087, -2.845, 8.688], [-0.497, -2.344, 10.103], [-2.141, -2.165, 10.731], [-0.707, -4.771, 10.097], [-1.534, -4.358, 11.605], [-3.706, -4.499, 10.544], [-2.836, -5.758, 9.645], [-1.314, -3.069, 7.944], [-2.594, -1.923, 8.396], [-5.874, -4.943, -1.806], [-5.202, -5.056, -3.161], [-4.497, -3.716, -3.275], [-4.160, -3.313, -1.941], [-4.844, -4.162, -1.009], [-6.120, -5.904, -1.355], [-6.797, -4.362, -1.896], [-4.466, -5.865, -3.144], [-5.894, -5.242, -3.982], [-5.157, -2.953, -3.701], [-3.590, -3.768, -3.880], [-4.104, -4.829, -0.555], [-5.293, -3.555, -0.221], [10.150, -1.529, -1.574], [9.303, -2.311, -2.560], [8.020, -2.518, -1.777], [7.882, -1.389, -0.904], [9.112, -0.653, -0.896], [10.951, -0.955, -2.040], [10.598, -2.211, -0.845], [9.106, -1.700, -3.446], [9.758, -3.246, -2.887], [8.073, -3.419, -1.157], [7.141, -2.592, -2.421], [8.951, 0.276, -1.454], [9.381, -0.399, 0.131]],
  "homo_energy_ev": -8.15,
  "largest_force_ev_per_a": 2.790,
  "smiles": "CCCCN(CCCCOP(=O)(O)O)C(=S)SCCC.C1CCOC1.C1CCOC1.C1CCOC1.C1CCOC1.C1CCOC1.C1CCOC1",
  "energy_ev": -91454.9962,
  "homo_lumo_gap_ev": 8.1
}

***

(3)
{
  "formula": "C36H75BBr22N6O6P",
  "method": "ωB97M-V/def2-TZVPD",
  "species": ["C", "C", "N", "C", "C", "C", "B", "N", "O", "N", "C", "N", "P", "O", "O", "N", "C", "C", "C", "C", "O", "O", "C", "C", "N", "C", "C", "O", "H", "H", "H", "H", "H", "H", "H", "H", "H", "H", "H", "H", "H", "H", "H", "H", "H", "H", "H", "H", "H", "H", "H", "H", "H", "H", "H", "H", "H", "H", "H", "Br", "C", "C", "Br", "H", "H", "H", "H", "Br", "C", "C", "Br", "H", "H", "H", "H", "Br", "C", "C", "Br", "H", "H", "H", "H", "Br", "C", "C", "Br", "H", "H", "H", "H", "Br", "C", "C", "Br", "H", "H", "H", "H", "Br", "C", "C", "Br", "H", "H", "H", "H", "Br", "C", "C", "Br", "H", "H", "H", "H", "Br", "C", "C", "Br", "H", "H", "H", "H", "Br", "C", "C", "Br", "H", "H", "H", "H", "Br", "C", "C", "Br", "H", "H", "H", "H", "Br", "C", "C", "Br", "H", "H", "H", "H"],
  "xyz": [[3.460, -1.410, 1.115], [3.660, -1.982, -0.442], [2.636, -1.444, -1.416], [2.785, 0.037, -1.677], [1.299, 0.679, -1.970], [0.245, 0.522, -0.690], [0.758, 1.262, 0.726], [1.609, 2.548, 0.632], [0.487, 0.744, 2.081], [-0.262, -0.915, -0.450], [-1.379, -1.037, -1.477], [-1.499, -2.034, -2.414], [-2.786, -2.135, -3.644], [-4.295, -1.449, -3.108], [-2.312, -1.253, -5.075], [-2.305, 0.184, -1.293], [-3.277, -0.272, -0.218], [-4.264, 0.904, 0.358], [-5.396, 1.443, -0.697], [-6.362, 0.283, -1.336], [-6.673, -0.893, -0.785], [-6.925, 0.557, -2.695], [-1.260, 1.232, -0.856], [-1.238, 2.389, -2.053], [-2.422, 3.347, -1.939], [2.528, -2.265, -2.679], [1.872, -3.800, -2.564], [2.907, -1.899, -3.908], [4.129, -1.970, 1.898], [3.825, -0.273, 1.135], [2.317, -1.364, 1.433], [4.773, -1.878, -0.786], [3.452, -3.154, -0.352], [3.463, 0.299, -2.619], [3.289, 0.634, -0.775], [0.848, 0.055, -2.882], [1.486, 1.819, -2.262], [1.486, 3.009, -0.297], [1.213, 3.215, 1.337], [1.364, 0.784, 2.603], [-0.488, -1.159, 0.539], [-0.756, -2.794, -2.390], [-5.028, -1.691, -3.776], [-3.050, -0.602, -5.268], [-2.617, -0.633, 0.709], [-3.891, -1.243, -0.538], [-4.856, 0.419, 1.275], [-3.630, 1.819, 0.726], [-4.983, 2.080, -1.590], [-6.115, 2.173, -0.085], [-6.104, 0.763, -3.252], [-1.483, 1.634, 0.227], [-1.144, 1.892, -3.130], [-0.267, 3.073, -1.936], [-3.013, 2.919, -1.167], [-2.017, 4.213, -1.473], [2.733, -4.546, -2.256], [1.501, -4.108, -3.656], [1.029, -3.876, -1.755], [4.716, -1.935, 4.605], [6.383, -0.933, 4.754], [6.499, 0.100, 3.657], [6.988, -0.724, 1.958], [7.196, -1.664, 4.750], [6.338, -0.451, 5.734], [7.307, 0.804, 3.874], [5.574, 0.658, 3.486], [-6.522, -1.870, 2.302], [-5.714, -2.356, 4.009], [-5.036, -1.168, 4.651], [-3.325, -0.785, 3.797], [-5.035, -3.191, 3.815], [-6.546, -2.706, 4.628], [-4.791, -1.382, 5.695], [-5.629, -0.251, 4.603], [5.321, 1.653, -8.395], [4.671, 0.235, -7.224], [3.225, 0.457, -6.846], [3.056, 1.844, -5.485], [5.345, 0.199, -6.363], [4.782, -0.685, -7.804], [2.804, -0.443, -6.389], [2.598, 0.758, -7.689], [-8.022, -0.301, 6.791], [-7.214, -0.787, 8.499], [-6.536, 0.401, 9.141], [-4.825, 0.784, 8.286], [-6.535, -1.622, 8.305], [-8.046, -1.137, 9.117], [-6.291, 0.187, 10.184], [-7.129, 1.318, 9.092], [7.089, -2.001, -8.705], [8.247, -0.646, -9.497], [9.600, -0.621, -8.825], [9.512, 0.272, -7.093], [7.713, 0.307, -9.434], [8.344, -0.934, -10.548], [10.311, -0.034, -9.412], [10.015, -1.617, -8.649], [-1.713, 5.889, -3.861], [-0.593, 5.353, -5.365], [-1.355, 4.471, -6.327], [-1.531, 2.656, -5.635], [0.295, 4.871, -4.945], [-0.299, 6.288, -5.848], [-0.808, 4.365, -7.268], [-2.365, 4.832, -6.538], [-10.205, -1.721, 3.976], [-11.627, -2.137, 5.245], [-12.851, -1.288, 4.992], [-12.602, 0.528, 5.658], [-11.208, -2.007, 6.247], [-11.851, -3.195, 5.085], [-13.711, -1.678, 5.544], [-13.112, -1.207, 3.933], [-0.894, 0.446, 7.264], [0.334, -0.848, 6.476], [0.924, -0.328, 5.185], [-0.360, -0.452, 3.722], [-0.221, -1.782, 6.354], [1.117, -0.991, 7.227], [1.771, -0.944, 4.873], [1.241, 0.717, 5.243], [6.722, -0.791, -1.913], [7.842, -1.328, -3.416], [7.080, -2.209, -4.379], [6.904, -4.024, -3.687], [8.730, -1.809, -2.997], [8.136, -0.392, -3.900], [7.627, -2.316, -5.320], [6.070, -1.849, -4.590], [3.920, 5.754, 1.244], [2.657, 7.230, 1.414], [1.282, 6.733, 1.796], [0.365, 5.946, 0.265], [2.673, 7.775, 0.466], [3.069, 7.868, 2.201], [0.646, 7.564, 2.112], [1.299, 5.974, 2.583], [-0.345, -4.228, 6.169], [1.066, -5.149, 5.186], [1.964, -4.168, 4.470], [1.110, -3.473, 2.860], [0.576, -5.859, 4.514], [1.627, -5.702, 5.945], [2.873, -4.663, 4.118], [2.240, -3.305, 5.082]],
  "homo_energy_ev": -10.00,
  "largest_force_ev_per_a": 8.747,
  "energy_ev": -1610661.7800,
  "charge": 1,
  "homo_lumo_gap_ev": 6.2
}